Record 1
{
  "formula": "C3H13NO2S2",
  "method": "ωB97M-V with the def2-TZVPD basis set",
  "species": ["C", "N", "C", "C", "S", "S", "H", "H", "H", "H", "H", "H", "H", "H", "H", "O", "H", "H", "O", "H", "H"],
  "xyz": [[1.654, -1.365, 1.077], [1.426, -0.032, 0.634], [0.226, 0.632, 1.172], [-1.194, 0.012, 0.737], [-2.630, 0.879, 1.406], [-2.395, 2.616, 2.304], [2.588, -1.803, 0.753], [0.735, -1.999, 0.744], [1.632, -1.400, 2.108], [1.742, 0.053, -0.301], [0.364, 0.611, 2.267], [-0.004, 1.711, 0.750], [-1.275, -1.057, 0.895], [-1.186, -0.048, -0.361], [-2.051, 3.431, 1.332], [-1.450, -0.494, -2.589], [-2.347, -0.648, -2.344], [-0.783, -1.142, -2.328], [1.897, -0.147, -2.599], [0.970, -0.021, -2.270], [2.079, 0.210, -3.388]],
  "mulliken_charge": [-0.937, -0.245, -0.681, -0.183, -0.121, -0.186, 0.346, 0.219, 0.328, 0.312, 0.254, 0.357, 0.364, 0.113, 0.137, -0.675, 0.302, 0.330, -0.625, 0.318, 0.275],
  "charge": 0,
  "homo_ev": -8.31,
  "multiplicity": 1,
  "e_lumo_ha": 0.016,
  "gap_ev": 8.74,
  "e_above_lowest_kcal_mol": 53.50,
  "e_tot_ha": -1123.62905
}


Record 2
{
  "formula": "C20H30BiN4O2S",
  "method": "ωB97M-V with the def2-TZVPD basis set",
  "species": ["Bi", "N", "C", "C", "C", "C", "C", "N", "C", "C", "C", "C", "C", "N", "H", "H", "H", "H", "H", "H", "H", "H", "H", "C", "C", "S", "O", "C", "C", "H", "H", "H", "H", "H", "H", "H", "H", "H", "H", "O", "C", "C", "C", "C", "C", "C", "N", "H", "H", "H", "H", "H", "H", "H", "H", "H", "H", "H"],
  "xyz": [[-0.327, -0.594, -0.150], [1.367, -3.049, -1.992], [0.134, -3.512, -1.591], [-0.254, -4.794, -1.999], [-1.466, -5.298, -1.592], [-2.298, -4.522, -0.775], [-1.872, -3.276, -0.423], [-0.677, -2.764, -0.828], [2.175, -2.007, -1.596], [3.539, -2.120, -1.900], [4.407, -1.105, -1.583], [3.906, 0.050, -0.969], [2.576, 0.110, -0.686], [1.709, -0.903, -0.979], [1.851, -3.708, -2.584], [0.406, -5.383, -2.622], [-1.771, -6.292, -1.893], [-3.255, -4.889, -0.434], [-2.477, -2.631, 0.207], [3.902, -3.023, -2.372], [5.462, -1.199, -1.801], [4.553, 0.880, -0.725], [2.136, 0.986, -0.230], [1.549, -0.806, 5.649], [0.932, -1.323, 4.353], [1.358, -0.209, 2.995], [0.775, -0.944, 1.724], [0.245, 1.197, 3.317], [-1.234, 0.858, 3.413], [1.400, -1.550, 6.430], [1.082, 0.118, 5.991], [2.623, -0.644, 5.552], [-0.151, -1.417, 4.404], [1.361, -2.283, 4.065], [0.461, 1.915, 2.522], [0.618, 1.629, 4.248], [-1.554, 0.165, 2.632], [-1.822, 1.770, 3.309], [-1.490, 0.423, 4.377], [0.055, 1.404, -1.342], [-0.668, 1.947, -2.234], [-2.047, 1.482, -2.579], [-2.975, 2.640, -2.082], [-2.410, 3.517, -0.928], [-1.473, 4.680, -1.332], [-0.078, 4.230, -1.799], [-0.318, 3.120, -2.744], [-2.274, 0.542, -2.066], [-2.178, 1.319, -3.650], [-3.917, 2.199, -1.759], [-3.216, 3.294, -2.921], [-1.908, 2.885, -0.182], [-3.267, 3.965, -0.425], [-1.362, 5.359, -0.486], [-1.948, 5.256, -2.131], [0.526, 3.858, -0.975], [0.465, 5.028, -2.299], [-0.884, 3.418, -3.529]],
  "mulliken_charge": [1.860, -0.056, 0.768, -0.817, -0.392, -0.807, -0.199, -0.246, 0.763, -0.826, -0.487, -0.918, -0.127, 0.196, 0.206, 0.429, 0.463, 0.469, 0.422, 0.438, 0.474, 0.476, 0.487, -1.175, -0.409, 0.260, -0.602, -0.437, -1.091, 0.385, 0.335, 0.358, 0.321, 0.431, 0.350, 0.520, 0.159, 0.367, 0.367, -0.465, 0.386, -0.486, -0.750, -0.157, -0.689, -0.647, -0.059, -0.108, 0.425, 0.477, 0.345, -0.113, 0.455, 0.391, 0.301, 0.211, 0.387, 0.375],
  "charge": 3,
  "homo_ev": -17.61,
  "multiplicity": 1,
  "e_lumo_ha": -0.359,
  "gap_ev": 7.83,
  "e_tot_ha": -1761.47494
}


Record 3
{
  "formula": "C18H27F8O7",
  "method": "ωB97M-V with the def2-TZVPD basis set",
  "species": ["C", "O", "C", "C", "C", "C", "C", "C", "C", "O", "C", "O", "O", "C", "C", "O", "C", "C", "F", "F", "C", "F", "F", "C", "F", "F", "C", "F", "F", "H", "H", "H", "H", "H", "H", "H", "H", "H", "H", "H", "H", "H", "H", "H", "H", "H", "H", "H", "H", "H", "H", "H", "H", "C", "C", "O", "O", "H", "H", "H"],
  "xyz": [[3.959, 0.286, 2.090], [4.503, -0.273, 0.917], [3.920, 0.269, -0.235], [2.500, -0.280, -0.457], [2.092, -0.114, -1.919], [0.691, -0.690, -2.297], [0.154, -1.793, -1.376], [-0.701, -1.222, -0.234], [-0.812, -2.153, 0.977], [-1.814, -3.172, 0.735], [-3.061, -2.797, 1.077], [-3.457, -2.934, 2.176], [-3.803, -2.386, 0.041], [-4.861, -1.484, 0.393], [-4.920, -0.271, -0.520], [-3.887, 0.673, -0.217], [-4.264, 1.921, -0.781], [-3.090, 2.685, -1.363], [-3.537, 3.759, -2.003], [-2.536, 1.898, -2.280], [-1.986, 3.111, -0.372], [-1.567, 2.113, 0.346], [-0.944, 3.503, -1.114], [-2.345, 4.309, 0.524], [-3.533, 4.144, 1.119], [-2.437, 5.430, -0.178], [-1.338, 4.585, 1.656], [-0.084, 4.596, 1.217], [-1.468, 3.654, 2.608], [3.903, 1.381, 2.025], [2.952, -0.105, 2.277], [4.630, 0.015, 2.902], [4.526, 0.004, -1.101], [3.893, 1.371, -0.216], [1.838, 0.294, 0.198], [2.526, -1.328, -0.162], [2.839, -0.580, -2.561], [2.070, 0.958, -2.138], [-0.001, 0.154, -2.300], [0.729, -1.058, -3.323], [0.925, -2.453, -0.980], [-0.502, -2.420, -1.987], [-1.683, -0.927, -0.588], [-0.191, -0.328, 0.118], [0.156, -2.619, 1.117], [-1.108, -1.554, 1.841], [-4.803, -1.110, 1.412], [-5.793, -2.017, 0.197], [-4.807, -0.544, -1.573], [-5.889, 0.193, -0.307], [-4.843, 2.492, -0.050], [-4.933, 1.726, -1.626], [-1.539, 5.551, 2.120], [6.405, -3.438, 1.229], [6.044, -3.574, -0.267], [6.963, -3.962, -1.023], [4.861, -3.275, -0.553], [7.446, -3.711, 1.413], [6.250, -2.406, 1.552], [5.762, -4.091, 1.826]],
  "mulliken_charge": [-0.695, -0.258, -1.083, 0.426, -0.918, -0.417, -1.303, 0.935, -0.997, -0.373, 0.694, -0.528, -0.261, -0.699, -0.624, -0.062, -1.032, 0.824, -0.326, -0.286, 0.661, -0.261, -0.328, 0.585, -0.287, -0.294, 0.079, -0.243, -0.248, 0.305, 0.213, 0.236, 0.468, 0.346, 0.046, 0.255, 0.395, 0.238, -0.003, 0.395, 0.629, 0.405, 0.032, -0.177, 0.459, 0.359, 0.368, 0.351, 0.343, 0.485, 0.337, 0.512, 0.315, -0.644, 0.481, -0.750, -0.648, 0.301, 0.066, 0.204],
  "charge": -1,
  "homo_ev": -3.72,
  "multiplicity": 1,
  "e_lumo_ha": 0.067,
  "gap_ev": 5.56,
  "e_tot_ha": -2027.69155
}


Q: What is the multiplicity in the first record?
A: 1


Q: Which value of multiplicity does entry 3 give?
A: 1